Formula: C5H6O2
Source: the Open Molecules 2025 dataset
Level of theory: ωB97M-V/def2-TZVPD

```
13
Properties=species:S:1:pos:R:3:mulliken_charge:R:1
C 1.48 -0.42 -1.26 -0.972
C 0.64 0.13 -0.33 0.729
C -0.35 1.76 0.78 -0.161
C -0.57 -0.50 0.30 0.467
C -1.04 -1.79 0.37 -0.815
H 1.34 -1.43 -1.77 0.240
H 2.32 0.19 -1.58 0.279
H -0.83 2.55 0.24 0.241
H -0.10 2.04 1.76 0.263
H -0.33 -2.67 0.06 0.225
H -2.12 -1.85 0.53 0.277
O 0.85 1.35 0.10 -0.380
O -1.29 0.65 0.78 -0.392
```

Values from the calculation:
Net charge   0
LUMO level   0.030 Eh
Electronic energy   -9374.652 eV
SMILES   C=C1OCOC1=C
Energy relative to the best compared isomer or geometry (same formula, charge and spin)   235.8 kJ/mol
E_HOMO   -8.6 eV



Formula: C5H6O2
Source: the Open Molecules 2025 dataset
Level of theory: ωB97M-V/def2-TZVPD

```
13
Properties=species:S:1:pos:R:3:mulliken_charge:R:1
C 1.20 -0.35 0.21 -1.230
C -0.30 -0.27 -0.01 0.793
O -0.87 0.97 0.43 -0.305
C -1.27 0.98 1.71 0.122
O -1.19 0.06 2.49 -0.478
C -0.06 -0.32 -1.42 -0.680
C 0.26 -0.39 -2.58 -0.245
H 1.74 0.59 0.30 0.356
H 1.69 -0.78 -0.88 0.283
H 1.44 -1.03 1.02 0.332
H -0.84 -1.12 0.40 0.335
H -1.69 1.97 1.92 0.374
H -0.11 -0.31 -3.60 0.342
```

Values from the calculation:
Net charge   0
LUMO level   0.034 Eh
Electronic energy   -9373.355 eV
SMILES   C#C[C@@H](C)OC=O
Energy relative to the best compared isomer or geometry (same formula, charge and spin)   361.0 kJ/mol
E_HOMO   -9.5 eV



Formula: C5H6O2
Source: the Open Molecules 2025 dataset
Level of theory: ωB97M-V/def2-TZVPD

```
13
Properties=species:S:1:pos:R:3:mulliken_charge:R:1
O -1.67 -0.65 0.84 -0.507
C -1.03 -0.75 -0.42 -0.653
C -0.70 0.61 -1.00 -0.110
C 0.35 1.40 -0.79 -0.181
O 1.47 1.21 0.01 -0.456
C 1.61 0.15 0.74 0.054
C 1.83 -0.79 1.46 -0.189
H -1.00 -0.34 1.47 0.368
H -0.15 -1.38 -0.37 0.341
H -1.75 -1.24 -1.08 0.299
H -1.44 1.05 -1.66 0.280
H 0.44 2.38 -1.26 0.380
H 2.05 -1.65 2.06 0.375
```

Values from the calculation:
Net charge   0
LUMO level   0.030 Eh
Electronic energy   -9373.407 eV
SMILES   C#CO/C=C\CO
Energy relative to the best compared isomer or geometry (same formula, charge and spin)   355.9 kJ/mol
E_HOMO   -9.4 eV



What is the formula in the third record? C5H6O2



The lowest electronic energy belongs to which entry? number 1